[1]
This record from the OMol25 dataset describes C5H11N3 as an isolated structure in a non-equilibrium geometry. The level of theory is ωB97M-V/def2-TZVPD.

Cartesian coordinates (Å):
C -0.720 1.781 -0.104
C 0.138 -0.382 1.060
C 0.137 0.539 -0.093
N 1.138 -0.483 1.994
N 1.377 0.698 -0.768
N -0.340 -1.639 -1.661
C -0.884 -1.228 0.721
C -1.071 -0.891 -0.684
H 1.545 0.368 2.363
H 1.071 -1.248 2.653
H 2.065 -0.006 -0.525
H 1.781 1.627 -0.750
H 0.669 -1.573 -1.561
H -0.551 -1.352 -2.613
H -1.469 -1.903 1.340
H -2.071 -0.631 -1.043
H -0.213 2.612 0.409
H -0.927 2.112 -1.128
H -1.674 1.599 0.391

Computed properties:
- Gap between HOMO and LUMO: 8.113 eV
- HOMO energy: -7.2 eV
- LUMO energy: 0.92 eV

---

[2]
This record from the OMol25 dataset describes a 2-piece molecular cluster, C22H25N3O2 overall in a non-equilibrium geometry. The level of theory is ωB97M-V/def2-TZVPD.

Cartesian coordinates (Å):
C -3.213 0.037 -3.469
O -2.258 -0.836 -4.097
C -1.389 -1.359 -3.208
O -1.441 -1.122 -2.013
C -0.387 -2.264 -3.884
C -1.011 -3.502 -4.551
C -0.051 -4.656 -4.273
C 1.069 -4.089 -3.396
N 0.564 -2.792 -2.927
C 1.467 -1.955 -2.267
C 1.252 -1.387 -1.041
C 2.144 -0.347 -0.492
C 3.579 -0.352 -1.036
C 3.583 -0.539 -2.547
C 2.820 -1.799 -2.952
H -3.800 0.445 -4.291
H -3.851 -0.533 -2.782
H -2.707 0.838 -2.916
H 0.116 -1.657 -4.664
H -2.004 -3.711 -4.135
H -1.121 -3.284 -5.616
H -0.557 -5.468 -3.746
H 0.380 -5.058 -5.193
H 1.340 -4.733 -2.547
H 1.976 -3.961 -4.013
H 0.371 -1.659 -0.469
H 1.719 0.653 -0.668
H 2.171 -0.474 0.585
H 4.078 0.585 -0.765
H 4.147 -1.161 -0.559
H 3.113 0.333 -3.021
H 4.611 -0.611 -2.926
H 3.428 -2.671 -2.653
H 2.721 -1.849 -4.050
N 4.167 -0.709 2.852
C 3.026 -0.444 2.813
C 1.654 -0.049 2.774
C 1.433 1.230 3.362
N 1.278 2.295 3.827
C 0.604 -0.873 2.423
C -0.770 -0.477 2.749
C -1.257 0.780 2.342
C -2.566 1.160 2.609
C -3.410 0.307 3.325
C -2.920 -0.910 3.818
C -1.627 -1.316 3.503
H 0.758 -1.901 2.077
H -0.598 1.432 1.771
H -2.923 2.125 2.253
H -4.438 0.611 3.525
H -3.558 -1.548 4.433
H -1.239 -2.276 3.844

Computed properties:
- Gap between HOMO and LUMO: 7.087 eV
- SMILES: COC(=O)[C@@H]1CCCN1C1=CCCCC1.N#CC(C#N)=Cc1ccccc1
- HOMO energy: -8.0 eV
- LUMO energy: -0.96 eV

---

[3]
This record from the OMol25 dataset describes a 2-piece molecular cluster, C3H9O overall. The level of theory is ωB97M-V/def2-TZVPD.

Cartesian coordinates (Å):
O 1.203 -3.142 -0.675
H 0.558 -3.516 -1.285
C -0.254 1.882 -0.028
C 0.422 0.509 -0.011
C -0.483 -0.605 0.510
H -0.317 2.293 0.979
H 0.234 2.597 -0.691
H -1.290 1.784 -0.374
H 0.767 0.185 -0.999
H 1.316 0.622 0.608
H -0.094 -1.605 0.280
H -1.486 -0.495 0.086
H -0.577 -0.510 1.600

Computed properties:
- Gap between HOMO and LUMO: 6.104 eV
- Total charge: -1
- HOMO energy: -2.2 eV
- LUMO energy: 3.93 eV

---

[4]
This record from the OMol25 dataset describes C30H46BrN3P2Ru as an isolated structure in a non-equilibrium geometry. The level of theory is ωB97M-V/def2-TZVPD.

Cartesian coordinates (Å):
C 0.145 5.447 -2.150
C -0.047 4.122 -2.597
C -0.567 4.010 -3.921
C -1.068 5.134 -4.580
N -0.974 6.383 -4.097
C -0.364 6.513 -2.924
C 0.035 2.912 -1.753
C -0.741 1.966 -1.312
C -1.505 1.190 -0.389
C -0.980 -0.137 -0.148
C -1.679 -0.972 0.839
C -2.899 -0.513 1.428
C -3.221 0.866 1.249
C -2.539 1.703 0.401
Ru 0.852 1.011 -0.729
P 2.115 -0.405 0.453
H -0.643 3.045 -4.404
H 0.609 5.666 -1.214
H -1.591 5.025 -5.524
H -0.296 7.530 -2.522
H -2.812 2.755 0.278
H -0.509 -0.730 -0.993
H -4.077 1.261 1.772
H -1.386 -2.029 0.948
C 1.556 -1.490 1.815
C 2.037 -2.939 1.993
H 0.461 -1.454 1.792
H 1.830 -0.950 2.727
H 1.655 -3.295 2.961
H 1.651 -3.615 1.218
H 3.131 -3.013 2.066
C 2.454 -1.376 -1.053
C 2.661 -0.377 -2.218
H 1.609 -2.068 -1.227
H 3.378 -1.912 -0.799
H 2.492 -0.836 -3.190
H 1.997 0.516 -2.307
H 3.651 0.083 -2.174
C 3.828 0.138 0.824
C 4.894 -0.853 1.295
H 3.708 0.932 1.568
H 4.166 0.644 -0.088
H 5.789 -0.299 1.603
H 4.601 -1.438 2.169
H 5.239 -1.536 0.516
Br -4.011 -1.535 2.435
P -1.956 -3.146 -2.010
C -0.326 -3.584 -1.331
C -0.127 -5.075 -1.667
H -0.333 -3.348 -0.253
H 0.393 -2.965 -1.881
H 0.926 -5.363 -1.769
H -0.581 -5.751 -0.929
H -0.645 -5.225 -2.631
C -3.030 -3.541 -0.583
C -4.441 -4.076 -0.829
H -3.173 -2.573 -0.088
H -2.509 -4.242 0.100
H -4.872 -4.166 0.190
H -5.018 -3.343 -1.419
H -4.436 -5.048 -1.352
C -2.501 -1.524 -2.601
C -3.174 -1.727 -3.972
H -1.598 -0.906 -2.693
H -3.198 -1.056 -1.887
H -3.550 -0.764 -4.323
H -2.433 -2.116 -4.681
H -4.009 -2.435 -3.907
C 2.285 1.429 5.938
C 1.668 1.921 4.685
C 0.672 2.883 4.492
C 0.395 2.870 3.110
N 1.131 1.907 2.495
N 1.895 1.379 3.464
C -0.410 3.888 2.390
H 3.312 1.819 6.083
H 1.667 1.793 6.787
H 2.349 0.319 5.945
H 0.209 3.512 5.249
H 2.570 0.664 3.200
H -1.270 4.197 3.008
H 0.237 4.773 2.235
H -0.759 3.542 1.402

Computed properties:
- 2S+1: 5
- Gap between HOMO and LUMO (alpha / beta): 7.211 / 4.013 eV
- Total charge: +4
- HOMO energy (alpha / beta): -18.8 / -18.6 eV
- LUMO energy (alpha / beta): -11.61 / -14.60 eV
- <S²>: 6.08

---

[5]
This record from the OMol25 dataset describes a 2-piece molecular cluster, C6H11N2S overall in a non-equilibrium geometry. The level of theory is ωB97M-V/def2-TZVPD.

Cartesian coordinates (Å):
C 1.031 -0.112 -0.517
C 2.840 0.021 -0.003
C -1.931 -0.671 -1.328
C -1.293 1.455 -0.190
C -1.507 -0.558 1.195
C -1.506 0.063 -0.138
N 1.637 0.199 0.621
N 3.970 -0.286 0.664
S 2.525 -0.075 -1.626
H -2.930 -0.540 -1.671
H -1.239 -0.372 -2.082
H -1.799 -1.705 -1.074
H -1.323 1.983 -1.161
H -0.332 1.556 0.310
H -2.154 1.791 0.589
H -0.892 -1.541 1.231
H -2.588 -0.665 1.382
H -1.201 0.120 2.004
H 3.896 -0.098 1.650
H 4.795 -0.562 0.147

Computed properties:
- Gap between HOMO and LUMO (alpha / beta): 8.066 / 8.067 eV
- Total charge: +1
- HOMO energy (alpha / beta): -12.7 / -12.7 eV
- LUMO energy (alpha / beta): -4.67 / -4.67 eV

---

[6]
This record from the OMol25 dataset describes one molecule with the formula C4H9N3 in a non-equilibrium geometry. The level of theory is ωB97M-V/def2-TZVPD.

Cartesian coordinates (Å):
H 2.273 -1.272 0.042
N 2.574 -0.445 -0.493
C 1.826 0.480 -0.046
N 0.703 0.376 0.951
C -0.398 1.276 0.165
C -1.537 0.215 -0.376
C -0.765 -1.128 -0.350
N 0.120 -1.032 0.918
H 2.190 1.443 -0.268
H 0.207 1.839 -0.754
H -0.880 1.945 0.937
H -2.287 0.308 0.358
H -2.100 0.364 -1.344
H -0.198 -1.179 -1.322
H -1.535 -1.933 -0.235
H -0.192 -1.258 1.815

Computed properties:
- Gap between HOMO and LUMO: 10.435 eV
- SMILES: [H]/N=C\N1CCCN1
- HOMO energy: -9.5 eV
- LUMO energy: 0.95 eV

---

[7]
This record from the OMol25 dataset describes C47H64CsN10O3S2Te as an isolated structure in a non-equilibrium geometry. The level of theory is ωB97M-V/def2-TZVPD.

Cartesian coordinates (Å):
Cs 0.756 0.403 0.409
C -4.072 3.079 0.760
N -2.978 4.025 0.799
C -3.377 5.406 0.912
C -1.701 3.590 0.831
O -1.401 2.414 0.896
C -0.617 4.675 0.827
O 0.616 4.041 0.656
C 1.716 4.898 0.785
C 2.954 4.070 0.438
O 2.844 3.042 -0.210
N 4.165 4.529 0.833
C 4.436 5.776 1.496
C 5.321 3.686 0.614
H -4.576 3.129 -0.206
H -4.785 3.306 1.553
H -3.703 2.045 0.888
H -4.361 5.519 0.459
H -2.687 6.074 0.402
H -3.443 5.708 1.963
H -0.648 5.220 1.789
H -0.783 5.399 0.011
H 1.758 5.296 1.811
H 1.642 5.742 0.074
H 3.540 6.382 1.580
H 5.180 6.339 0.922
H 4.837 5.595 2.499
H 4.973 2.684 0.371
H 5.920 3.650 1.524
H 5.931 4.069 -0.208
C 1.782 -5.562 -4.185
C 3.194 -5.402 -3.697
C 4.197 -6.215 -4.191
C 5.515 -6.073 -3.784
C 5.835 -5.078 -2.876
C 4.851 -4.253 -2.366
C 3.513 -4.415 -2.741
N 2.493 -3.640 -2.228
C 2.504 -2.698 -1.182
N 3.262 -3.044 -0.130
C 3.555 -2.352 1.075
C 3.220 -0.995 1.191
C 3.638 -0.420 2.402
C 4.352 -1.099 3.378
C 4.629 -2.444 3.207
C 4.224 -3.100 2.055
C 4.509 -4.574 1.914
N 1.714 -1.688 -1.211
C 1.020 -1.253 -2.316
C -0.310 -1.003 -2.212
C -1.094 -0.375 -3.291
C -0.488 -0.412 -4.711
C 0.978 -0.700 -4.699
C 1.690 -0.985 -3.595
C 3.190 -1.073 -3.675
H 1.706 -6.404 -4.867
H 1.455 -4.668 -4.719
H 1.101 -5.728 -3.353
H 3.945 -6.985 -4.910
H 6.280 -6.722 -4.185
H 6.861 -4.945 -2.562
H 5.124 -3.456 -1.691
H 1.690 -3.524 -2.831
H 3.656 -3.970 -0.190
H 3.422 0.632 2.582
H 4.689 -0.591 4.276
H 5.164 -2.999 3.971
H 4.942 -4.949 2.841
H 5.224 -4.769 1.111
H 3.599 -5.142 1.710
H -0.838 -1.252 -1.305
H -2.134 -0.709 -3.258
H -1.024 -1.012 -5.458
H 1.489 -0.583 -5.650
H 3.560 -0.332 -4.383
H 3.521 -2.054 -4.023
H 3.637 -0.885 -2.700
C -2.453 2.913 -5.396
C -1.980 1.490 -5.674
C -0.806 1.099 -4.789
N -1.149 1.132 -3.349
N -0.256 1.832 -2.599
C 0.651 2.436 -3.237
N 1.532 3.328 -2.714
S 0.625 2.226 -5.032
H -3.264 3.182 -6.071
H -1.632 3.615 -5.533
H -2.800 2.986 -4.368
H -1.690 1.379 -6.721
H -2.792 0.785 -5.475
H 1.729 3.160 -1.728
H 2.369 3.450 -3.268
S 1.453 2.424 5.353
C -0.139 2.111 5.005
N -1.030 3.125 5.044
C -2.443 2.975 4.783
C -2.656 1.781 3.862
C -1.959 0.556 4.435
N -0.575 0.878 4.719
H -0.662 4.017 5.335
H -2.807 3.896 4.316
H -2.987 2.833 5.730
H -2.218 1.985 2.888
H -3.718 1.585 3.739
H -1.996 -0.253 3.697
H -2.457 0.222 5.357
H 0.133 0.167 4.602
C -7.800 -4.306 3.465
C -6.746 -3.385 2.916
C -6.974 -2.026 2.749
C -6.010 -1.196 2.204
C -6.319 0.262 2.043
C -4.774 -1.704 1.781
Te -3.368 -0.506 0.794
C -4.536 -3.070 1.985
C -3.221 -3.670 1.598
C -5.505 -3.882 2.539
H -8.597 -3.746 3.954
H -7.362 -4.996 4.187
H -8.246 -4.900 2.663
H -7.931 -1.608 3.047
H -7.309 0.502 2.429
H -6.276 0.533 0.989
H -5.583 0.875 2.565
H -2.405 -3.046 1.962
H -3.127 -3.727 0.514
H -3.118 -4.672 2.010
H -5.303 -4.939 2.682

Computed properties:
- Gap between HOMO and LUMO: 4.964 eV
- Total charge: -1
- HOMO energy: -3.4 eV
- LUMO energy: 1.60 eV

---

[8]
This record from the OMol25 dataset describes one molecule with the formula C22H16N8OS in a non-equilibrium geometry. The level of theory is ωB97M-V/def2-TZVPD.

Cartesian coordinates (Å):
O 2.012 -2.915 2.866
C 2.395 -2.037 2.071
C 1.411 -1.390 1.145
C -0.087 -1.759 1.262
N -0.869 -0.712 1.909
N -1.481 0.073 1.140
C -2.348 0.983 1.678
C -2.924 1.916 0.791
C -3.828 2.897 1.197
C -4.195 2.913 2.543
C -3.706 1.968 3.439
C -2.775 0.998 3.026
C 1.960 -0.485 0.250
S 0.940 0.407 -0.841
C 0.654 -0.767 -2.132
N 1.375 -1.839 -2.278
N 0.772 -2.591 -3.282
N -0.279 -1.983 -3.678
N -0.417 -0.791 -3.050
C -1.429 0.149 -3.306
C -1.265 1.521 -3.060
C -2.249 2.486 -3.422
C -3.418 2.030 -4.030
C -3.644 0.667 -4.196
C -2.667 -0.263 -3.857
N 3.317 -0.252 0.175
C 4.188 -0.841 0.984
C 5.588 -0.514 0.828
C 6.530 -1.089 1.671
C 6.098 -2.112 2.634
C 4.739 -2.398 2.730
N 3.744 -1.751 1.968
H -0.480 -1.895 0.250
H -0.186 -2.713 1.793
H -2.643 1.863 -0.279
H -4.242 3.567 0.451
H -4.865 3.671 2.939
H -3.999 2.016 4.469
H -2.414 0.289 3.757
H -0.318 1.862 -2.619
H -2.093 3.544 -3.286
H -4.190 2.739 -4.301
H -4.599 0.330 -4.618
H -2.791 -1.322 -4.064
H 5.875 0.241 0.099
H 7.616 -0.872 1.550
H 6.825 -2.636 3.250
H 4.363 -3.203 3.433

Computed properties:
- Gap between HOMO and LUMO: 7.790 eV
- SMILES: O=c1c(C/N=N/c2ccccc2)c(Sc2nnnn2-c2ccccc2)nc2ccccn12
- HOMO energy: -8.3 eV
- LUMO energy: -0.53 eV

---

[9]
This record from the OMol25 dataset describes a 2-piece molecular cluster, C2H10N overall in a non-equilibrium geometry. The level of theory is ωB97M-V/def2-TZVPD.

Cartesian coordinates (Å):
N -0.484 1.407 1.420
H -0.310 0.514 1.891
H -0.603 1.143 0.450
H -1.343 1.948 1.769
H 0.299 2.167 1.577
C 0.822 -0.332 -0.999
C -0.182 -1.446 -0.767
H 0.170 0.651 -1.118
H 1.337 -0.471 -1.996
H 1.703 -0.482 -0.266
H 0.316 -2.415 -0.692
H -0.688 -1.135 0.201
H -1.037 -1.550 -1.471

Computed properties:
- 2S+1: 2
- Gap between HOMO and LUMO (alpha / beta): 5.252 / 12.408 eV
- HOMO energy (alpha / beta): -4.1 / -11.8 eV
- LUMO energy (alpha / beta): 1.16 / 0.65 eV
- <S²>: 0.75

---

[10]
This record from the OMol25 dataset describes C44H49Ge4I2N5STi as an isolated structure in a non-equilibrium geometry. The level of theory is ωB97M-V/def2-TZVPD.

Cartesian coordinates (Å):
Ti 0.275 0.347 -0.504
N 9.609 -4.661 -2.055
C 8.734 -3.983 -1.749
C 7.638 -3.139 -1.367
C 7.778 -1.753 -1.431
C 6.718 -0.936 -1.078
C 5.533 -1.517 -0.653
C 5.386 -2.893 -0.566
C 6.443 -3.708 -0.933
N 4.428 -0.674 -0.296
C 4.486 0.500 0.422
C 3.212 0.954 0.517
N 2.369 0.076 -0.145
C 3.151 -0.891 -0.618
H 8.712 -1.325 -1.766
H 6.816 0.140 -1.147
H 4.470 -3.330 -0.189
H 6.355 -4.784 -0.870
H 5.411 0.873 0.824
H 2.838 1.832 1.014
H 2.835 -1.743 -1.195
C 2.169 3.596 4.367
Ge 0.485 2.901 5.078
C -0.939 4.235 5.069
C 0.659 1.910 6.752
Ge -0.297 1.150 3.490
C 0.887 -0.305 2.952
C 2.176 -0.334 3.477
C 3.046 -1.376 3.178
C 2.633 -2.414 2.355
C 1.351 -2.402 1.820
C 0.489 -1.349 2.104
C -2.164 0.626 3.467
C -3.148 1.615 3.378
C -4.491 1.279 3.450
C -4.863 -0.048 3.636
C -3.894 -1.036 3.745
C -2.549 -0.702 3.658
H 2.493 4.452 4.960
H 2.047 3.935 3.337
H 2.962 2.850 4.406
H -1.858 3.820 5.482
H -1.132 4.603 4.061
H -0.649 5.088 5.682
H 0.971 2.585 7.549
H 1.406 1.122 6.667
H -0.293 1.467 7.041
H 2.513 0.452 4.143
H 4.037 -1.392 3.614
H 3.296 -3.248 2.161
H 1.013 -3.224 1.201
H -0.537 -1.399 1.743
H -2.874 2.657 3.243
H -5.246 2.052 3.384
H -5.911 -0.309 3.718
H -4.186 -2.064 3.915
H -1.805 -1.483 3.768
S -0.006 -2.001 -1.564
C -1.607 -1.534 -0.979
N -2.622 -2.377 -1.048
C -3.881 -2.007 -0.521
C -4.048 -0.791 -0.024
C -2.955 0.220 -0.013
N -1.674 -0.337 -0.449
H -2.477 -3.298 -1.434
H -4.641 -2.772 -0.560
H -5.005 -0.498 0.382
H -2.830 0.651 0.976
C 2.248 -3.509 -4.634
Ge 0.609 -2.660 -5.276
C -0.930 -3.847 -5.111
C 0.755 -1.799 -7.018
Ge 0.120 -0.786 -3.727
C 1.257 0.685 -3.090
C 2.615 0.841 -3.358
C 3.284 1.989 -2.955
C 2.622 2.999 -2.267
C 1.277 2.866 -1.969
C 0.598 1.705 -2.368
C -1.656 -0.055 -4.032
C -2.762 -0.911 -3.987
C -4.000 -0.510 -4.464
C -4.144 0.747 -5.039
C -3.048 1.592 -5.134
C -1.815 1.195 -4.637
H 2.497 -4.354 -5.277
H 2.113 -3.897 -3.623
H 3.095 -2.823 -4.648
H -0.720 -4.753 -5.681
H -1.832 -3.393 -5.517
H -1.101 -4.144 -4.075
H 0.970 -2.555 -7.773
H 1.558 -1.064 -7.036
H -0.181 -1.309 -7.284
H 3.153 0.082 -3.914
H 4.330 2.115 -3.205
H 3.154 3.899 -1.987
H 0.748 3.666 -1.469
H -0.497 1.682 -2.263
H -2.661 -1.914 -3.587
H -4.846 -1.182 -4.414
H -5.102 1.057 -5.432
H -3.150 2.560 -5.607
H -0.976 1.870 -4.760
I -0.193 2.520 1.086
I -3.507 1.913 -1.242

Computed properties:
- 2S+1: 2
- Gap between HOMO and LUMO (alpha / beta): 6.782 / 7.161 eV
- Total charge: +3
- HOMO energy (alpha / beta): -15.8 / -15.8 eV
- LUMO energy (alpha / beta): -9.03 / -8.68 eV
- <S²>: 0.75

---

Record order is preserved below.
Relative energy (zero: lowest compared OMol25 entry of this formula, charge and spin): 52.4; 105.5; 2.5; 171.7; 126.7; 81.1; 77.6; 10.4; 14.9; 0.0 kcal/mol
Record order is preserved below.
E: -361.3059; -1167.9911; -194.9105; -4684.7700; -742.5076; -321.9611; -3687.1798; -1759.3256; -136.8011; -12129.8293 Eh